DFT (ωB97M-V/def2-TZVPD) results for one molecule with the formula C3H7NOS2 in a non-equilibrium geometry.

Last columns: bonded neighbours and bond lengths (Å).
Positions of all 14 atoms, in Å:
1 N 0.84382 -0.69315 1.53817  C2 1.315, H8 1.161, H9 1.111
2 C 1.53985 -1.21276 0.55021  N1 1.315, S3 1.675, S4 1.845
3 S 2.75718 -2.36195 0.61146  C2 1.675
4 S 0.87784 -0.97742 -1.15549  C2 1.845, C5 1.897
5 C 0.09082 0.73749 -0.95836  S4 1.897, C6 1.521, H10 1.175, H11 1.130
6 C -1.39508 0.84435 -0.64974  C5 1.521, O7 1.441, H12 1.190, H13 0.989
7 O -2.06059 0.41770 0.55551  C6 1.441, H14 1.124
8 H 0.06979 0.06047 1.11363  N1 1.161
9 H 1.15666 -0.66614 2.60404  N1 1.111
10 H 1.05606 1.01576 -0.34970  C5 1.175
11 H -0.02668 1.31803 -1.92036  C5 1.130
12 H -1.76369 0.31288 -1.64854  C6 1.190
13 H -1.49561 1.82616 -0.71834  C6 0.989
14 H -1.65038 -0.62142 0.42751  O7 1.124

E_HOMO ... -8.4001 eV
Energy relative to the best compared isomer or geometry (same formula, charge and spin) ... 87.9 kcal/mol
Frontier orbital gap ... 8.680 eV
LUMO ... 0.280 eV
SMILES ... NC(=S)SCCO

These are the Mulliken partial charges, in e, on atoms 1 to 6: number 1, N, carries -0.3654; number 2, C, carries 0.2419; number 3, S, carries -0.3152; number 4, S, carries -0.0064; number 5, C, carries -1.0088; number 6, C, carries -0.4407